{"formula": "C14H14BCoF9N6O", "method": "the ωB97M-V functional and the def2-TZVPD basis", "spin_multiplicity": 4, "orbital_gap_ev": [7.42, 5.75], "homo_energy_ha": [-0.5942, -0.5934], "lumo_ha": [-0.3216, -0.3821], "total_charge": 2, "species": ["H", "H", "F", "H", "C", "H", "H", "F", "C", "N", "C", "N", "N", "F", "H", "H", "B", "F", "F", "N", "C", "C", "C", "O", "H", "H", "C", "Co", "C", "F", "H", "H", "C", "C", "F", "H", "H", "C", "C", "N", "C", "N", "F", "C", "H", "F"], "xyz": [[2.76187, 1.20475, -2.42662], [-3.01219, -1.96812, 0.72128], [0.94305, -0.27759, 5.43022], [2.83000, -1.62183, 0.86282], [3.38810, -0.15562, -0.75609], [-0.23674, 2.18840, -4.36955], [-1.28656, -2.53491, 0.92230], [-1.76372, 0.65292, 2.82712], [0.64011, -0.95022, 4.29461], [-0.88618, -0.92206, -2.25359], [-1.57825, -1.45268, -3.29435], [1.28603, -0.87726, -0.41063], [-0.56235, 1.90303, -2.30320], [-0.26989, 2.20634, 2.50494], [0.47575, 0.31572, -3.48916], [-1.39666, -3.95120, -1.15548], [0.02991, 0.37629, -2.33752], [-0.54978, -1.58632, 4.48445], [1.95107, 1.31206, 1.60268], [-0.76722, -1.92397, -1.27658], [-2.08178, -1.73844, 1.25041], [-0.54343, 1.08079, 3.21629], [-1.08868, 3.91022, -3.18892], [0.33570, -0.93583, 1.99888], [-1.89309, -0.66245, 1.12930], [-2.28371, -1.88615, 2.31123], [2.57626, -0.98978, 0.02391], [-0.16305, -1.75608, 0.42120], [-1.35874, -3.05422, -1.75855], [1.97784, 1.77068, 3.74878], [-2.42368, -3.47271, -3.65345], [4.45680, -0.04879, -0.68163], [-1.89658, -2.78037, -3.01673], [-0.59184, 2.63528, -3.45404], [1.58352, -1.91031, 4.11850], [-1.76907, -0.84871, -4.17508], [-1.23137, 4.71387, -3.88507], [1.89176, 0.75775, 2.84393], [0.55125, -0.05185, 2.99811], [-1.02791, 2.72376, -1.26392], [-1.36341, 3.90955, -1.79352], [1.26392, 0.06507, -1.42895], [-0.65503, 1.44906, 4.52165], [2.53622, 0.48500, -1.65013], [-1.78474, 4.72670, -1.20784], [2.98647, -0.02972, 2.99798]], "forces_ev_per_a": [[-0.11, -0.13, 0.11], [0.51, -0.29, -0.29], [-0.23, -0.67, -1.63], [-0.01, -0.01, -0.11], [-0.49, -0.21, 0.05], [-0.05, 0.15, -0.10], [-3.05, -1.42, 1.52], [0.57, 0.00, 0.01], [0.17, -0.90, 1.73], [-0.18, -0.50, 0.81], [0.44, -0.23, 0.95], [1.72, 0.81, -0.05], [0.05, 0.76, -2.22], [-0.30, -1.26, 0.43], [-0.48, 0.37, 0.68], [0.00, 0.01, -0.15], [1.08, -0.72, -1.02], [0.88, 0.72, -0.38], [-0.04, -0.56, 0.82], [-1.36, -0.50, -2.46], [-1.55, -0.43, 0.35], [-1.01, 1.16, 0.88], [-0.88, 1.44, 1.53], [-0.18, -0.68, -0.76], [0.39, -0.25, -0.31], [0.54, -0.18, -0.02], [-0.87, 0.70, -1.13], [3.65, 4.84, -0.15], [-0.17, 1.55, -0.26], [-0.16, -1.35, -0.93], [0.04, 0.07, 0.02], [-0.03, 0.04, 0.02], [0.24, 0.05, 0.13], [0.98, -3.46, 1.48], [-0.91, 0.85, -0.04], [0.03, -0.20, 0.19], [-0.01, 0.15, -0.19], [1.29, 0.80, 0.17], [0.66, 1.03, 1.28], [-0.46, 0.74, -0.06], [0.36, -0.85, -0.25], [-0.18, -0.35, 0.53], [0.29, -0.58, -1.67], [-0.33, -0.67, 0.81], [0.25, -0.44, -0.02], [-1.06, 0.63, -0.29]]}


{"formula": "C3H7ClO2P", "method": "the ωB97M-V functional and the def2-TZVPD basis", "spin_multiplicity": 1, "smiles": "C[C@@H](CO)P([O-])Cl", "orbital_gap_ev": 7.04, "homo_energy_ha": -0.1146, "lumo_ha": 0.1443, "total_charge": -1, "species": ["P", "O", "H", "C", "H", "H", "H", "C", "Cl", "O", "H", "C", "H", "H"], "xyz": [[2.54855, -0.20057, -0.46498], [2.36600, 0.34093, -1.85302], [0.09017, 1.32395, -0.78267], [0.70879, -0.21930, 0.40808], [1.23775, -2.71968, -0.34048], [0.89114, -0.57958, 1.46691], [-0.55985, -1.30294, -1.17478], [-0.15105, -1.33464, -0.19738], [3.43322, 1.42959, 0.56804], [0.33809, -2.60048, -0.02366], [-1.00060, 1.32835, 0.47689], [0.00717, 1.16456, 0.24977], [-1.10597, -1.38494, 0.39923], [0.49838, 1.92220, 0.83377]], "forces_ev_per_a": [[-1.12, -1.40, -0.01], [-0.43, 0.07, -0.43], [0.34, 0.93, -1.61], [0.31, 0.36, 0.19], [0.10, 0.47, -0.12], [-0.18, 0.70, -0.89], [0.26, 1.15, -1.58], [-1.65, 0.80, 1.84], [0.14, 0.79, 0.87], [1.08, -2.58, 0.59], [-2.00, -0.72, 0.65], [1.88, -1.34, 0.75], [0.55, 0.39, -0.16], [0.72, 0.38, -0.09]]}